# 1
The following is a DFT calculation (ωB97M-V/def2-TZVPD) of C3H9N2S as an isolated structure at a distorted geometry.

The geometry in XYZ format:
```
15
C3H9N2S ωB97M-V/def2-TZVPD
C -0.69 0.63 -0.88
C 0.92 -2.11 -0.25
C 0.55 0.46 0.51
N -1.65 1.41 -0.51
N 0.20 1.32 1.55
S -0.42 -1.12 0.59
H -0.46 -0.09 -1.62
H 0.64 -2.12 -1.21
H 0.88 -2.98 0.37
H 1.94 -1.67 -0.17
H 1.56 0.45 0.09
H -2.53 1.17 -0.91
H -0.77 1.38 1.74
H -1.49 2.32 -0.09
H 0.82 2.10 1.61
```

Computed properties:
ΔE to the lowest compared entry with this formula, charge and spin: 72.7 kcal per mole
LUMO level: -4.0 eV
charge: +1
HOMO energy: -13.51 eV
gap between HOMO and LUMO: 9.5476 eV

***

# 2
The following is a DFT calculation (ωB97M-V/def2-TZVPD) of an isolated ion of composition C3H9N2S and charge +1 at a distorted geometry.

The geometry in XYZ format:
```
15
C3H9N2S ωB97M-V/def2-TZVPD
C 1.71 0.56 -0.06
N 0.78 -0.60 0.01
C -0.80 -0.40 -0.42
N -1.53 -1.38 0.20
C -0.94 1.07 0.14
S -1.09 2.48 -0.59
H 1.60 1.30 0.68
H 2.77 0.32 0.07
H 1.53 1.26 -0.96
H 0.58 -1.07 0.97
H 1.07 -1.17 -0.84
H -1.01 -0.32 -1.46
H -1.59 -1.54 1.30
H -2.33 -1.61 -0.19
H -0.74 1.10 1.16
```

Computed properties:
ΔE to the lowest compared entry with this formula, charge and spin: 74.1 kcal per mole
LUMO level: -4.5 eV
charge: +1
HOMO energy: -12.84 eV
SMILES: C[NH2+][C@@H](N)C=S
gap between HOMO and LUMO: 8.3870 eV

***

# 3
The following is a DFT calculation (ωB97M-V/def2-TZVPD) of an isolated ion of composition C3H9N2Si and charge +1 at a distorted geometry.

The geometry in XYZ format:
```
15
C3H9N2Si ωB97M-V/def2-TZVPD
C 2.63 -0.47 -0.87
C 2.08 0.43 -0.08
N 1.01 0.16 0.89
C -0.31 -0.02 0.86
N -1.03 0.29 -0.17
Si -2.86 0.02 -0.20
H 2.41 -1.46 -1.13
H 3.54 -0.20 -1.38
H 2.54 1.36 0.09
H 1.40 0.03 1.78
H -0.92 -0.44 1.66
H -0.62 0.64 -0.97
H -3.33 0.31 -1.54
H -3.47 0.77 0.97
H -3.07 -1.41 0.11
```

Computed properties:
ΔE to the lowest compared entry with this formula, charge and spin: 30.8 kcal per mole
LUMO level: -3.7 eV
charge: +1
HOMO energy: -14.67 eV
SMILES: C=C/[NH+]=C\N[SiH3]
gap between HOMO and LUMO: 10.9955 eV

***

# 4
The following is a DFT calculation (ωB97M-V/def2-TZVPD) of an isolated ion of composition C3H9N2Si and charge +1 at a distorted geometry.

The geometry in XYZ format:
```
15
C3H9N2Si ωB97M-V/def2-TZVPD
Si 2.24 -0.14 0.71
N 0.50 -0.05 0.08
C 0.27 0.11 -1.17
N -0.99 0.36 -1.33
C -1.83 -0.02 -0.18
C -0.73 -0.06 0.85
H 2.35 -1.52 1.24
H 2.35 0.60 1.94
H 2.86 0.16 -0.48
H 1.00 0.20 -1.84
H -1.54 0.47 -2.19
H -2.29 -0.86 -0.47
H -2.57 0.78 0.11
H -0.81 0.96 1.31
H -0.81 -0.99 1.45
```

Computed properties:
ΔE to the lowest compared entry with this formula, charge and spin: 26.7 kcal per mole
LUMO level: -3.3 eV
charge: +1
HOMO energy: -14.35 eV
SMILES: [SiH3]N1C=[NH+]CC1
gap between HOMO and LUMO: 11.0575 eV

***

# 5
The following is a DFT calculation (ωB97M-V/def2-TZVPD) of a 2-piece molecular cluster, C3H9N3 overall at a distorted geometry.

The geometry in XYZ format:
```
15
C3H9N3 ωB97M-V/def2-TZVPD
C -0.42 1.79 0.82
C -2.11 0.26 1.07
N -1.31 1.05 1.71
H -0.55 1.27 -0.15
H 0.66 1.84 0.99
H -0.64 2.87 0.64
H -2.43 0.40 0.06
H -2.29 -0.79 1.42
N 0.77 -2.23 -0.90
C 1.62 -1.06 -0.65
N 2.02 -0.29 -1.65
H -0.01 -2.73 -0.40
H 0.89 -2.44 -1.85
H 1.54 -0.67 0.35
H 2.25 0.75 -1.45
```

Computed properties:
ΔE to the lowest compared entry with this formula, charge and spin: 62.3 kcal per mole
expectation value of S²: 0.753
LUMO level (alpha / beta): 4.3 / 4.0 eV
charge: -1
spin multiplicity: 2
HOMO energy (alpha / beta): 0.54 / -3.21 eV
gap between HOMO and LUMO (alpha / beta): 3.7588 / 7.2592 eV

***

# 6
The following is a DFT calculation (ωB97M-V/def2-TZVPD) of a 2-piece molecular cluster, C3H9N3 overall at a distorted geometry.

The geometry in XYZ format:
```
15
C3H9N3 ωB97M-V/def2-TZVPD
C -0.66 -1.52 1.40
C -0.08 -0.69 0.26
C -0.55 2.79 -0.78
N 1.91 2.25 -1.43
N 1.16 2.71 -2.58
N 0.51 2.61 -1.39
H -1.63 -1.13 1.70
H 0.00 -1.49 2.26
H -0.78 -2.55 1.10
H 0.89 -1.08 -0.04
H -0.75 -0.71 -0.60
H 0.05 0.35 0.58
H -0.48 2.57 0.29
H 2.04 1.24 -1.39
H 0.90 2.00 -3.27
```

Computed properties:
ΔE to the lowest compared entry with this formula, charge and spin: 156.0 kcal per mole
LUMO level: 0.6 eV
charge: 0
HOMO energy: -8.56 eV
gap between HOMO and LUMO: 9.2033 eV

***

# 7
The following is a DFT calculation (ωB97M-V/def2-TZVPD) of a 2-piece molecular cluster, C3H9N3 overall at a distorted geometry.

The geometry in XYZ format:
```
15
C3H9N3 ωB97M-V/def2-TZVPD
H 1.38 -1.68 -2.87
N 0.56 -1.06 -2.75
N 0.84 0.00 -2.18
H -0.04 0.57 -1.93
C 1.07 0.23 1.43
C -0.20 -0.21 0.76
C -1.27 0.87 0.47
N -0.49 -1.47 0.72
H 0.93 0.25 2.51
H 1.36 1.23 1.08
H 1.87 -0.47 1.18
H -1.96 0.53 -0.31
H -0.80 1.83 0.21
H -1.84 1.01 1.39
H -1.41 -1.62 0.28
```

Computed properties:
ΔE to the lowest compared entry with this formula, charge and spin: 58.2 kcal per mole
LUMO level: 0.7 eV
charge: 0
HOMO energy: -9.22 eV
SMILES: [H]/N=N/[H].CC(C)=N
gap between HOMO and LUMO: 9.9238 eV

***

# 8
The following is a DFT calculation (ωB97M-V/def2-TZVPD) of a 2-piece molecular cluster, C3H9N3O overall.

The geometry in XYZ format:
```
16
C3H9N3O ωB97M-V/def2-TZVPD
N -0.93 1.41 -1.65
C -0.92 0.14 -1.57
N -0.02 -0.57 -2.34
N -1.81 -0.65 -0.86
H -1.68 1.85 -1.14
H 0.68 0.01 -2.76
H 0.31 -1.45 -1.96
H -2.35 -0.17 -0.16
H -1.50 -1.57 -0.58
C 1.72 0.68 2.29
C 0.91 0.23 1.35
O 0.29 -0.98 1.36
H 2.17 1.65 2.22
H 1.95 0.10 3.18
H 0.66 0.79 0.46
H 0.54 -1.46 2.16
```

Computed properties:
ΔE to the lowest compared entry with this formula, charge and spin: 28.4 kcal per mole
LUMO level: 0.6 eV
charge: 0
HOMO energy: -8.89 eV
SMILES: N=C(N)N.C=CO
gap between HOMO and LUMO: 9.4999 eV

***

# 9
The following is a DFT calculation (ωB97M-V/def2-TZVPD) of an isolated molecule of C3H9N3O at a distorted geometry.

The geometry in XYZ format:
```
16
C3H9N3O ωB97M-V/def2-TZVPD
C -2.20 0.29 0.85
C -1.10 -0.75 0.99
O -0.47 -1.01 -0.33
C 0.63 -0.28 -0.61
N 0.76 -0.04 -1.96
N 1.34 0.18 0.34
N 2.43 1.01 0.11
H -1.76 1.26 0.61
H -2.76 0.37 1.77
H -2.88 0.01 0.05
H -1.51 -1.73 1.25
H -0.35 -0.47 1.73
H 0.17 -0.64 -2.53
H 1.70 0.06 -2.31
H 2.87 0.93 -0.81
H 3.12 0.82 0.84
```

Computed properties:
ΔE to the lowest compared entry with this formula, charge and spin: 42.3 kcal per mole
LUMO level: 1.0 eV
charge: 0
HOMO energy: -7.83 eV
SMILES: CCO/C(N)=N/N
gap between HOMO and LUMO: 8.8176 eV

***

# 10
The following is a DFT calculation (ωB97M-V/def2-TZVPD) of an isolated molecule of C3H9N3O at a distorted geometry.

The geometry in XYZ format:
```
16
C3H9N3O ωB97M-V/def2-TZVPD
H -2.35 -0.77 0.40
N -1.41 -1.08 0.64
C -0.50 -0.34 0.19
C 1.04 -0.81 0.53
N 1.07 -1.94 1.40
N -0.54 0.85 -0.41
C 0.48 1.47 -1.23
O -1.95 1.28 -0.85
H 1.58 0.02 0.98
H 1.49 -1.07 -0.43
H 0.65 -1.71 2.29
H 0.53 -2.70 1.01
H 1.29 1.87 -0.61
H 0.88 0.76 -1.96
H 0.02 2.30 -1.76
H -2.29 1.86 -0.16
```

Computed properties:
ΔE to the lowest compared entry with this formula, charge and spin: 72.2 kcal per mole
LUMO level: 0.6 eV
charge: 0
HOMO energy: -9.04 eV
SMILES: [H]/N=C(/CN)N(C)O
gap between HOMO and LUMO: 9.6661 eV

***

# 11
The following is a DFT calculation (ωB97M-V/def2-TZVPD) of an isolated molecule of C3H9N3O at a distorted geometry.

The geometry in XYZ format:
```
16
C3H9N3O ωB97M-V/def2-TZVPD
N 2.54 -0.13 -0.32
C 1.19 -0.02 -0.44
N 0.70 -0.18 -1.70
C 0.41 0.22 0.63
C -1.07 0.43 0.71
N -1.68 -0.64 1.46
O -1.68 0.47 -0.56
H 2.89 -0.80 -1.01
H 2.83 -0.39 0.62
H 1.25 0.36 -2.37
H -0.29 0.10 -1.74
H 0.90 0.32 1.59
H -1.26 1.39 1.21
H -2.69 -0.53 1.42
H -1.49 -1.49 0.94
H -2.54 0.89 -0.42
```

Computed properties:
ΔE to the lowest compared entry with this formula, charge and spin: 26.5 kcal per mole
LUMO level: 0.8 eV
charge: 0
HOMO energy: -7.61 eV
SMILES: NC(N)=C[C@H](N)O
gap between HOMO and LUMO: 8.3636 eV

***

# 12
The following is a DFT calculation (ωB97M-V/def2-TZVPD) of an isolated molecule of C3H9N3O at a distorted geometry.

The geometry in XYZ format:
```
16
C3H9N3O ωB97M-V/def2-TZVPD
N -2.03 -0.54 -0.93
C -1.96 -0.58 0.50
C -0.85 0.29 1.09
N 0.46 -0.21 0.75
C 1.41 0.14 -0.17
N 1.33 1.41 -0.68
O 2.27 -0.68 -0.48
H -2.50 0.22 -1.41
H -1.14 -0.52 -1.40
H -1.74 -1.60 0.85
H -2.93 -0.35 0.95
H -0.93 1.30 0.66
H -0.86 0.45 2.17
H 0.63 -1.19 0.93
H 1.91 1.53 -1.49
H 0.42 1.83 -0.83
```

Computed properties:
ΔE to the lowest compared entry with this formula, charge and spin: 6.5 kcal per mole
LUMO level: 0.7 eV
charge: 0
HOMO energy: -9.29 eV
SMILES: NCCNC(N)=O
gap between HOMO and LUMO: 10.0295 eV

***

# 13
The following is a DFT calculation (ωB97M-V/def2-TZVPD) of a 2-piece molecular cluster, C3H9N3O2 overall at a distorted geometry.

The geometry in XYZ format:
```
17
C3H9N3O2 ωB97M-V/def2-TZVPD
C -0.14 0.28 2.11
N 0.98 2.08 -0.87
C 0.26 1.33 -0.06
N 0.53 1.24 1.23
H 0.49 -0.64 2.07
H -1.11 0.00 1.65
H -0.30 0.69 3.13
H 1.85 2.51 -0.56
H 0.80 2.14 -1.86
H -0.61 0.82 -0.47
H 1.31 1.77 1.59
N -0.55 -2.63 -1.77
C -0.68 -1.43 -1.04
O 0.15 -1.22 -0.09
O -1.57 -0.64 -1.49
H -0.08 -3.37 -1.25
H -1.33 -2.92 -2.31
```

Computed properties:
ΔE to the lowest compared entry with this formula, charge and spin: 40.7 kcal per mole
LUMO level: 0.3 eV
charge: 0
HOMO energy: -8.20 eV
gap between HOMO and LUMO: 8.4993 eV

***

# 14
The following is a DFT calculation (ωB97M-V/def2-TZVPD) of C3H9N3O2 as an isolated structure at a distorted geometry.

The geometry in XYZ format:
```
17
C3H9N3O2 ωB97M-V/def2-TZVPD
C -0.80 2.21 -0.21
C 1.23 -0.55 -0.09
C -2.24 -1.23 0.19
H -1.80 1.44 -0.54
H -1.24 2.93 0.55
H -0.18 2.69 -1.13
H -0.24 0.85 1.25
H 1.97 1.26 -0.05
H -0.04 -2.25 -0.46
H -1.81 -1.52 1.71
H -2.55 -2.48 -0.30
H -3.06 -0.18 -0.10
N 0.19 1.52 0.57
N 1.12 0.87 -0.20
N 0.02 -1.30 0.05
O 2.33 -1.08 0.06
O -1.01 -0.54 -0.46
```

Computed properties:
ΔE to the lowest compared entry with this formula, charge and spin: 233.0 kcal per mole
LUMO level: 0.1 eV
charge: 0
HOMO energy: -8.98 eV
gap between HOMO and LUMO: 9.0388 eV

***

# 15
The following is a DFT calculation (ωB97M-V/def2-TZVPD) of a 5-piece molecular cluster, C3H9N3O2 overall at a distorted geometry.

The geometry in XYZ format:
```
17
C3H9N3O2 ωB97M-V/def2-TZVPD
C 2.36 -0.20 -0.29
C 0.81 -1.97 0.43
C -0.24 0.16 0.04
H 2.70 -1.02 -1.08
H 2.91 -0.27 0.65
H 2.40 0.92 -0.76
H 0.27 -3.01 -0.70
H -0.17 -1.35 1.52
H 2.53 -2.30 0.61
H -1.23 -1.16 -0.91
H -3.31 0.48 -0.94
H 0.35 3.13 0.68
N 0.89 -0.55 -0.16
N -1.40 -0.71 -0.06
N -0.50 1.46 -0.16
O -2.90 -0.32 0.09
O 0.77 2.22 0.22
```

Computed properties:
ΔE to the lowest compared entry with this formula, charge and spin: 398.3 kcal per mole
LUMO level: -0.6 eV
charge: 0
HOMO energy: -8.44 eV
gap between HOMO and LUMO: 7.8060 eV

***

# 16
The following is a DFT calculation (ωB97M-V/def2-TZVPD) of C3H9N3OS as an isolated structure at a distorted geometry.

The geometry in XYZ format:
```
17
C3H9N3OS ωB97M-V/def2-TZVPD
C 0.22 -1.41 -2.04
C -1.63 2.13 0.62
C 0.97 -0.09 -0.38
N 0.36 -1.18 1.83
N 0.94 -1.69 0.95
N 0.67 0.95 0.49
O -0.01 -0.31 -1.28
S -0.78 0.71 1.49
H 1.15 -1.40 -2.69
H -0.80 -1.59 -2.42
H 0.54 -2.22 -1.28
H -1.33 2.23 -0.43
H -1.23 3.01 1.07
H -2.68 1.85 1.00
H 2.03 -0.15 -0.85
H 0.21 -1.80 2.73
H 1.37 0.96 1.21
```

Computed properties:
ΔE to the lowest compared entry with this formula, charge and spin: 123.6 kcal per mole
LUMO level: 0.8 eV
charge: 0
HOMO energy: -7.21 eV
gap between HOMO and LUMO: 8.0375 eV